No. 1
The following is a quantum chemistry calculation of a structure of composition C28H78F6N15O19S2V in a non-equilibrium geometry, from the OMol25 dataset.

```
! wB97M-V def2-TZVPD RIJCOSX def2/J DEFGRID3
* xyz 1 2
O -15.4869 24.1273 2.8737
V -16.1618 22.8788 2.1530
C -19.2788 24.3728 -0.2804
F -18.2384 24.3740 -1.1077
F -20.1150 25.2734 -0.7697
F -19.8651 23.1862 -0.3523
S -18.7983 24.8678 1.5302
O -17.5677 25.6136 1.2874
O -19.8302 25.6219 2.1889
N -18.1615 23.4485 2.2264
S -19.4216 22.8370 3.0316
O -20.7229 23.0589 2.4780
O -19.1706 21.4361 3.2205
C -19.3953 23.6610 4.7906
F -18.1530 23.5755 5.2544
F -19.7518 24.9141 4.7607
F -20.2183 22.9424 5.5331
C -15.0478 24.3657 -0.8099
O -15.7097 23.8076 0.0928
N -13.7124 24.5080 -0.7083
N -15.6059 25.0810 -1.7914
H -13.2830 23.9918 0.0382
H -13.2470 25.0116 -1.4404
H -14.9786 25.4566 -2.4777
H -16.5939 25.2543 -1.7403
C -16.1241 20.4400 4.3541
O -16.3223 21.5895 3.8908
N -14.9615 19.7802 4.3010
N -17.0894 19.7471 4.9984
H -14.2217 20.0960 3.6975
H -14.9796 18.8836 4.7504
H -16.8963 18.8614 5.4312
H -17.8024 20.3106 5.4467
C -19.3975 21.3148 8.5335
O -20.5119 21.2730 8.0153
N -19.0149 20.4395 9.4715
N -18.3813 22.0974 8.0970
H -18.1423 20.5112 9.9667
H -19.6881 19.8865 9.9768
H -17.4901 21.9671 8.5372
H -18.5362 22.7406 7.3468
C -23.8724 24.6180 1.6965
O -25.0273 25.0223 1.5164
N -23.6139 23.2917 1.7636
N -22.8915 25.4859 1.9764
H -24.4230 22.7059 1.6633
H -22.7212 22.9386 2.0684
H -21.9631 25.2098 2.2371
H -23.1767 26.4475 2.0030
C -15.2301 23.1385 7.5578
O -15.9653 23.3948 8.4923
N -14.2518 22.1813 7.6149
N -15.4041 23.5347 6.2638
H -13.6331 22.0394 6.8417
H -13.9194 21.9288 8.5336
H -16.2782 23.8836 5.9215
H -14.7376 23.2176 5.5909
C -19.9777 18.1160 1.8159
O -20.2109 16.9735 1.4234
N -20.9093 19.0893 1.7678
N -18.7767 18.4835 2.2861
H -20.9277 19.9237 2.3293
H -21.7558 18.9556 1.2431
H -18.0768 17.7775 2.4179
H -18.6509 19.4385 2.5759
C -22.7048 25.9840 -3.3494
C -22.1575 24.5806 -3.4156
O -22.5795 23.9591 -4.6593
H -22.5930 26.6025 -4.2444
H -22.3640 26.5492 -2.4835
H -23.7925 25.9041 -3.4481
H -22.5216 23.9661 -2.5946
H -21.0704 24.7013 -3.4330
H -21.7762 23.9163 -5.1834
C -19.4289 28.8979 1.9710
C -20.9603 28.8055 2.0440
O -21.4806 28.6801 3.3747
H -19.1277 29.8706 2.3583
H -19.1750 28.9193 0.9089
H -18.9313 28.0400 2.4169
H -21.2764 27.8830 1.5497
H -21.3272 29.6781 1.5004
H -22.4171 28.4746 3.3118
C -14.6414 27.5429 3.8072
C -15.9570 27.0234 4.3339
O -16.4152 27.8428 5.3976
H -14.7657 28.6103 3.6058
H -14.3301 27.1407 2.8432
H -13.9045 27.5109 4.6102
H -15.8807 25.9881 4.6806
H -16.6948 27.0091 3.5272
H -16.4542 27.3683 6.2300
C -20.8496 19.1781 5.4036
C -22.3088 19.5726 5.4989
O -22.3742 20.8277 6.1755
H -20.8520 18.2937 4.7524
H -20.3877 18.8950 6.3488
H -20.2555 19.8882 4.8263
H -22.9133 18.8222 6.0135
H -22.6929 19.7123 4.4875
H -21.7612 20.7882 6.9306
C -17.1242 23.1016 -4.1164
O -17.4925 21.7705 -4.3046
C -18.8155 21.5074 -3.8632
C -19.1260 20.0477 -3.9250
N -18.2525 19.1399 -3.1943
C -16.9649 18.9116 -3.8643
C -16.1220 17.9648 -2.9850
O -16.7495 16.6758 -2.8914
C -15.8846 15.5924 -2.5372
H -17.9164 23.8253 -4.3462
H -16.1330 23.2186 -4.5513
H -16.9832 23.4618 -3.0867
H -19.4821 22.0766 -4.5185
H -18.9319 21.8144 -2.8160
H -19.2193 19.7713 -4.9843
H -20.1574 19.9975 -3.5649
H -18.6442 18.2097 -3.1107
H -16.4091 19.8389 -3.9858
H -16.9927 18.4843 -4.8734
H -15.8845 18.4381 -2.0316
H -15.2138 17.9819 -3.5985
H -16.5028 14.8183 -2.0826
H -15.1835 15.8040 -1.7256
H -15.3870 15.2406 -3.4396
C -23.6472 26.8911 5.8664
O -23.3889 25.7209 6.5885
C -22.0491 25.5909 7.0824
C -21.9151 24.2764 7.8541
N -22.8315 24.0900 8.9609
C -22.6334 22.8835 9.7763
C -23.1607 23.0080 11.1737
O -22.8985 21.7936 11.8806
C -23.7227 21.6220 13.0158
H -23.9284 27.8100 6.3936
H -24.5537 26.6954 5.2896
H -22.8238 27.1371 5.1896
H -22.0618 26.3787 7.8445
H -21.2694 25.7076 6.3291
H -20.8934 24.0788 8.1925
H -21.9574 23.5320 7.0442
H -23.7475 24.0112 8.5325
H -21.5618 22.6824 9.7095
H -23.0416 21.9521 9.3694
H -24.2446 23.1671 11.1265
H -22.8244 23.9287 11.6604
H -23.6933 22.5385 13.6174
H -23.2700 20.9315 13.7279
H -24.7628 21.3676 12.8102
*
```

For the largest force on an atom, the calculation gives 5.72 eV/A. Its gap between HOMO and LUMO (spin up / spin down) is 6.9 / 2.4 eV. As for the expectation value of S²: 0.784.



No. 2
The following is a quantum chemistry calculation of a cluster of 9 separate species, C28H78N4O9 in total in a non-equilibrium geometry, from the OMol25 dataset.

```
! wB97M-V def2-TZVPD RIJCOSX def2/J DEFGRID3
* xyz 0 1
C -1.0955 0.5821 -5.7786
C -1.4758 1.0024 -4.3946
C -2.7256 1.9057 -4.4279
O -2.9437 2.4009 -3.1521
C -4.1787 3.0966 -3.0592
N -1.7169 -0.1735 -3.5549
H -0.1953 -0.0295 -5.7539
H -0.8156 1.4693 -6.3377
H -1.9003 0.0052 -6.2410
H -0.6595 1.5658 -3.9266
H -3.4956 1.2247 -4.7974
H -2.5608 2.7346 -5.0970
H -5.0168 2.5041 -3.4736
H -4.1814 4.0624 -3.5610
H -4.3936 3.2707 -2.0084
H -2.6247 -0.5616 -3.7378
H -1.6991 0.1163 -2.5843
C 0.7366 5.2794 -0.8558
C -0.1251 4.1919 -1.3694
C -1.1979 3.7663 -0.2703
O -0.5989 3.1825 0.8236
C -1.5455 2.7631 1.8220
N -0.7510 4.6636 -2.5982
H 1.1402 4.9293 0.0751
H 0.1329 6.2006 -0.6551
H 1.5313 5.5666 -1.5348
H 0.4855 3.3368 -1.5669
H -1.9071 3.0921 -0.8202
H -1.7648 4.6047 0.0306
H -1.9426 1.7937 1.4979
H -2.3758 3.5035 1.9953
H -0.9824 2.6450 2.7474
H -1.4085 4.0040 -2.9130
H -1.2896 5.5251 -2.4417
C 3.3422 1.5644 -0.2182
C 3.4860 2.1370 1.2079
C 3.8131 3.6665 1.0961
O 4.1351 4.1281 2.3960
C 4.7862 5.3778 2.3733
N 2.2932 1.9528 1.9885
H 4.1840 1.8603 -0.8666
H 2.4197 1.9115 -0.6640
H 3.2611 0.4990 -0.1171
H 4.3018 1.5706 1.6502
H 2.9399 4.1773 0.7112
H 4.6432 3.8088 0.4391
H 4.1059 6.0853 1.9005
H 5.7144 5.2844 1.8249
H 5.0003 5.7091 3.3903
H 2.4376 2.4339 2.8643
H 1.5133 2.4871 1.6552
C -0.4232 -4.1973 -0.1037
C 0.0706 -5.6039 0.2270
C 0.9464 -5.6455 1.4447
O 1.2725 -7.0109 1.8559
C 2.4903 -7.4288 1.2645
N -1.0936 -6.4429 0.4361
H -1.0282 -4.1857 -1.0600
H 0.4272 -3.5016 -0.1921
H -1.0947 -3.8221 0.6619
H 0.6538 -5.8239 -0.6795
H 0.3579 -5.1485 2.2319
H 1.8184 -4.9968 1.3163
H 2.6006 -8.4949 1.5309
H 3.3606 -6.8728 1.6007
H 2.4602 -7.4904 0.1854
H -0.8066 -7.4314 0.5050
H -1.7455 -6.3873 -0.3523
C 2.2042 -3.4761 -3.2062
C 1.4605 -2.2184 -2.8976
C 2.3810 -1.2058 -2.2085
O 0.9425 -1.7187 -4.1125
H 1.5746 -4.3258 -3.4207
H 2.8594 -3.8861 -2.4241
H 2.8864 -3.3138 -4.0536
H 0.6091 -2.4895 -2.2320
H 1.8733 -0.2571 -2.0060
H 3.2331 -0.9361 -2.8181
H 2.7407 -1.6110 -1.2736
H 0.0732 -1.3202 -3.8841
C -5.6690 1.3421 1.8255
C -5.1169 1.7089 0.4862
C -4.6311 0.4916 -0.2446
O -6.0705 2.4646 -0.3213
H -4.8872 0.9811 2.4947
H -6.3300 0.5111 1.6384
H -6.1973 2.1608 2.3179
H -4.2626 2.3981 0.6032
H -5.5181 -0.0372 -0.5803
H -4.0124 -0.1966 0.3385
H -4.1079 0.8822 -1.1399
H -6.8158 2.6278 0.2401
C 3.1706 -0.9192 4.4200
C 4.1022 -0.8995 3.1990
O 4.5388 -2.2124 2.8658
H 2.5556 -0.0014 4.4234
H 3.6999 -1.0093 5.3482
H 2.4588 -1.7810 4.3599
H 4.9597 -0.2016 3.2926
H 3.6090 -0.6438 2.2310
H 5.4214 -2.2405 3.2302
C -0.2754 -0.3064 -0.1774
C 0.6527 -0.8084 0.8709
O 0.5171 -0.1467 2.0972
H -0.0172 0.6056 -0.7153
H -1.2304 -0.1708 0.3375
H -0.3169 -1.0786 -0.9835
H 1.6857 -0.8086 0.4924
H 0.3898 -1.8604 1.0479
H 1.1349 0.6319 2.1421
C -2.4569 -3.0725 4.2074
C -1.3784 -2.4928 3.3725
O -0.6135 -1.5325 4.0705
H -2.1321 -3.2739 5.2385
H -2.8199 -3.9929 3.7188
H -3.3011 -2.4023 4.3619
H -1.7913 -2.0168 2.4731
H -0.7678 -3.3080 2.9403
H -0.1167 -1.0262 3.4286
*
```

For the largest force on an atom, the calculation gives 2.99 eV/A. The calculation puts the energy above the lowest of the compared OMol25 structures with the same formula, charge and spin at 121.2 kJ/mol. Its gap between HOMO and LUMO is 9.7 eV. As for the SMILES: COC[C@H](C)N.COC[C@H](C)N.COC[C@H](C)N.COC[C@H](C)N.CC(C)O.CC(C)O.CCO.CCO.CCO.



No. 3
The following is a quantum chemistry calculation of a cluster of 9 separate species, C28H79N5O9 in total in a non-equilibrium geometry, from the OMol25 dataset.

```
! wB97M-V def2-TZVPD RIJCOSX def2/J DEFGRID3
* xyz 0 1
C 0.8636 5.9027 -3.6084
C -0.1902 5.5760 -2.5521
C -0.2658 4.1266 -2.1283
O -1.3590 3.9199 -1.2188
C -2.6245 3.7571 -1.8477
N 0.1046 6.3596 -1.3130
H 0.7412 5.4045 -4.5582
H 1.8436 5.6214 -3.2596
H 0.8892 6.9735 -3.8310
H -1.1844 5.7744 -2.9887
H 0.5696 3.7343 -1.5555
H -0.4100 3.5085 -3.0615
H -2.6439 2.9596 -2.5803
H -2.8804 4.7196 -2.3038
H -3.3317 3.6161 -1.0235
H -0.4710 6.0571 -0.5493
H 0.0513 7.3727 -1.4079
C -0.9680 1.1086 1.0075
C -0.9690 0.0125 -0.0475
C -2.4296 -0.3217 -0.4256
O -2.6489 -1.2212 -1.5130
C -2.1607 -2.5600 -1.2275
N -0.1066 0.4151 -1.1755
H 0.0639 1.1507 1.3970
H -1.6376 0.8829 1.8203
H -1.1618 2.1192 0.5646
H -0.5931 -0.9442 0.3236
H -3.0801 0.5388 -0.6101
H -2.8108 -0.8352 0.4785
H -2.4442 -2.8719 -0.2189
H -1.0628 -2.5812 -1.3050
H -2.6035 -3.1883 -2.0208
H -0.3346 -0.1682 -1.9577
H -0.5203 1.2415 -1.5530
C 1.6700 0.3168 6.0356
C 0.3278 0.9237 5.4850
C 0.5673 2.0846 4.5714
O -0.6643 2.6497 4.1973
C -0.6248 3.7664 3.3641
N -0.4538 -0.1228 4.7933
H 1.5725 -0.4772 6.7946
H 2.3658 1.0470 6.4785
H 2.2364 -0.0445 5.1531
H -0.2359 1.2437 6.3558
H 1.0707 1.7663 3.6473
H 1.2174 2.8128 5.0666
H -0.0380 4.5635 3.8219
H -1.6290 4.1192 3.0808
H -0.0994 3.5671 2.4035
H -0.0073 -0.4233 3.9321
H -1.3153 0.3498 4.5323
C -1.0169 -3.1364 2.8549
C 0.3602 -3.5115 3.2234
C 1.3805 -2.9072 2.2918
O 1.3053 -1.5196 2.3403
C 2.5534 -0.9504 1.9550
N 0.5705 -3.2401 4.6632
H -1.1916 -2.0686 2.8103
H -1.7403 -3.4958 3.5927
H -1.2032 -3.5879 1.8865
H 0.4870 -4.5958 3.0923
H 1.3500 -3.2860 1.2618
H 2.3389 -3.2347 2.6995
H 3.0209 -1.4015 1.0656
H 3.2530 -1.1085 2.7485
H 2.4051 0.1018 1.7729
H 0.3522 -2.2709 4.8910
H 1.5214 -3.4706 4.9103
C 3.6266 1.4283 -2.8855
C 3.3767 -0.0901 -3.0928
C 4.4971 -0.7972 -3.7761
O 4.1954 -2.1464 -3.9497
C 5.3215 -2.9955 -3.9343
N 3.2275 -0.6567 -1.7316
H 2.7110 1.8342 -2.4909
H 3.7611 1.9287 -3.8421
H 4.4179 1.6832 -2.1689
H 2.4613 -0.1798 -3.6869
H 5.3757 -0.7688 -3.1223
H 4.7270 -0.2426 -4.6913
H 4.9507 -4.0093 -4.1246
H 5.7435 -2.9644 -2.9360
H 6.1363 -2.7483 -4.6146
H 2.3584 -0.3661 -1.2762
H 3.2125 -1.6797 -1.8454
C 3.5332 3.0538 0.9327
C 2.3630 3.5734 0.1443
O 2.4331 4.9943 0.1963
H 3.4612 3.3393 1.9893
H 4.4657 3.3759 0.4825
H 3.5161 1.9379 0.9049
H 1.3974 3.2701 0.5721
H 2.3855 3.1073 -0.8399
H 1.8247 5.3553 -0.4769
C -5.0546 -2.5721 2.0351
C -5.6445 -3.7708 1.3327
O -5.0009 -4.0796 0.1101
H -5.3508 -1.6695 1.5172
H -4.0008 -2.6581 2.1764
H -5.5182 -2.5596 3.0118
H -6.7158 -3.6923 1.1620
H -5.5563 -4.6214 1.9745
H -4.9380 -3.3072 -0.4582
C -0.9650 -6.9603 0.4709
C -1.9757 -6.1466 -0.2742
O -2.6500 -5.3016 0.6731
H -1.5019 -7.5119 1.2359
H -0.2274 -6.2690 0.9288
H -0.3609 -7.6098 -0.1715
H -2.7027 -6.8118 -0.7828
H -1.5164 -5.5749 -1.1265
H -3.5052 -5.0849 0.2914
C -2.1813 0.7560 -5.9910
C -1.6678 0.2789 -4.6345
O -2.5075 0.7755 -3.6030
H -1.4816 0.3581 -6.7534
H -2.2005 1.8366 -6.0403
H -3.1778 0.3494 -6.1892
H -0.6616 0.6862 -4.5719
H -1.7020 -0.7983 -4.6580
H -2.6558 0.1018 -2.9236
*
```

For the largest force on an atom, the calculation gives 2.11 eV/A. The calculation puts the energy above the lowest of the compared OMol25 structures with the same formula, charge and spin at 74.3 kJ/mol. Its gap between HOMO and LUMO is 9.3 eV. As for the SMILES: COC[C@H](C)N.COC[C@H](C)N.COC[C@H](C)N.COC[C@H](C)N.COC[C@H](C)N.CCO.CCO.CCO.CCO.



> Which of these has the highest largest force on an atom?

C28H78F6N15O19S2V



> Which of these has the highest largest force on an atom?

C28H78F6N15O19S2V